No. 1
C15H44N4O9 | ωB97M-V/def2-TZVPD

Each line ends with the Löwdin charge.
Cartesian coordinates (Å):
1 C 2.940 -5.796 4.036  -0.08
2 C 1.873 -6.127 5.056  -0.43
3 C 2.367 -6.152 6.555  -0.20
4 O 1.398 -6.448 7.546  -0.20
5 C 1.911 -6.688 8.840  -0.11
6 N 0.764 -5.196 4.857  0.04
7 H 2.558 -5.799 3.015  0.08
8 H 3.765 -6.503 4.126  0.08
9 H 3.347 -4.804 4.233  0.08
10 H 1.546 -7.138 4.809  0.13
11 H 2.740 -5.170 6.846  0.12
12 H 3.198 -6.854 6.619  0.11
13 H 1.739 -5.830 9.490  0.09
14 H 2.990 -6.844 8.837  0.08
15 H 1.539 -7.653 9.185  0.09
16 H 1.218 -4.296 4.788  0.06
17 H 0.207 -5.126 5.697  0.06
18 C -2.208 0.644 -7.650  -0.06
19 C -2.384 1.120 -6.209  -0.40
20 C -3.695 1.915 -5.927  -0.20
21 O -3.916 3.206 -6.497  -0.21
22 C -2.964 4.235 -6.365  -0.10
23 N -2.544 -0.087 -5.339  0.02
24 H -2.073 1.446 -8.376  0.08
25 H -3.130 0.134 -7.929  0.08
26 H -1.442 -0.124 -7.765  0.07
27 H -1.598 1.759 -5.808  0.12
28 H -3.976 2.093 -4.889  0.12
29 H -4.540 1.284 -6.202  0.12
30 H -2.057 3.791 -6.773  0.08
31 H -2.810 4.501 -5.319  0.08
32 H -3.307 5.149 -6.849  0.09
33 H -2.068 -0.920 -5.657  0.06
34 H -3.518 -0.340 -5.430  0.05
35 C 2.022 7.620 -1.905  -0.18
36 C 2.634 8.809 -1.081  -0.26
37 O 3.311 9.774 -1.853  -0.07
38 O 3.068 6.649 -2.211  -0.10
39 H 1.716 7.992 -2.883  0.11
40 H 1.191 7.122 -1.405  0.11
41 H 3.388 8.429 -0.391  0.11
42 H 1.903 9.255 -0.406  0.11
43 H 3.595 10.456 -1.240  0.09
44 H 3.889 7.135 -2.322  0.07
45 C -7.209 -3.220 -1.922  -0.24
46 C -8.027 -2.986 -3.242  -0.27
47 O -7.288 -3.362 -4.347  -0.07
48 O -8.122 -2.949 -0.888  -0.06
49 H -6.436 -2.451 -1.930  0.11
50 H -6.760 -4.213 -1.904  0.12
51 H -8.415 -1.978 -3.387  0.12
52 H -8.858 -3.685 -3.154  0.11
53 H -7.861 -3.561 -5.091  0.09
54 H -7.820 -3.588 -0.239  0.08
55 C 6.573 2.628 4.519  -0.21
56 C 6.207 1.920 5.844  -0.24
57 O 5.646 0.620 5.690  -0.07
58 O 5.339 3.033 3.898  -0.08
59 H 7.093 2.036 3.767  0.12
60 H 7.270 3.406 4.830  0.11
61 H 5.558 2.547 6.456  0.12
62 H 7.164 1.720 6.325  0.11
63 H 4.943 0.681 5.040  0.07
64 H 4.630 2.394 3.794  0.08
65 C 0.578 0.086 0.015  -0.77
66 O 1.189 0.120 1.052  0.05
67 N -0.338 -0.865 -0.394  0.13
68 N 0.683 0.893 -0.954  0.16
69 H -0.688 -1.576 0.233  0.11
70 H -0.854 -0.608 -1.222  0.08
71 H 1.176 1.774 -0.982  0.14
72 H 0.039 0.566 -1.659  0.10

For the molar mass, the calculation gives 424.536 g/mol. The energy above the lowest of the compared OMol25 structures with the same formula, charge and spin comes out at 409.4 kJ/mol. The gap between HOMO and LUMO is 9.6 eV. The largest force on an atom comes out at 6.17 eV/A.

No. 2
C4H8N2 | ωB97M-V/def2-TZVPD

Each line ends with the Löwdin charge.
Cartesian coordinates (Å):
1 C -2.315 -0.209 0.264  -0.07
2 C -3.525 0.219 -0.142  -0.07
3 C -0.494 -1.027 0.076  -0.13
4 C 2.703 0.554 -0.060  -0.10
5 N 0.429 -0.263 0.151  -0.06
6 N 1.715 -0.487 0.145  -0.11
7 H -2.007 0.056 1.303  0.05
8 H -4.142 0.705 0.513  0.01
9 H -3.861 -0.102 -1.138  0.05
10 H -0.726 -2.017 0.280  0.02
11 H 3.744 0.006 0.101  0.12
12 H 2.833 0.721 -1.135  0.06
13 H 2.583 1.616 0.368  0.11
14 H 2.028 -1.468 0.038  0.15

For the molar mass, the calculation gives 84.122 g/mol. The energy above the lowest of the compared OMol25 structures with the same formula, charge and spin comes out at 522.4 kJ/mol. The gap between HOMO and LUMO (spin up / spin down) is 4.9 / 6.6 eV. Its multiplicity is 3. The largest force on an atom comes out at 8.59 eV/A.

No. 3
C38H50ClN3O8SSiSr | ωB97M-V/def2-TZVPD

Each line ends with the Löwdin charge.
Cartesian coordinates (Å):
1 Sr 0.000 -0.676 0.569  1.52
2 C -1.726 -1.717 3.988  -0.03
3 C -1.947 -0.279 3.598  -0.37
4 C -2.725 0.553 4.386  -0.08
5 C -2.944 1.847 3.927  -0.10
6 C -2.393 2.269 2.743  -0.05
7 C -1.559 1.396 1.987  -0.50
8 N -1.365 0.118 2.469  -0.02
9 N -0.961 1.714 0.829  -0.12
10 Si -0.601 3.289 0.302  0.34
11 C 0.419 4.258 1.534  -0.17
12 C 0.397 3.129 -1.270  -0.16
13 C -2.084 4.371 -0.146  -0.17
14 H -1.236 -1.783 4.961  0.07
15 H -1.112 -2.228 3.249  0.06
16 H -2.686 -2.235 4.050  0.08
17 H -3.175 0.183 5.298  0.09
18 H -3.572 2.527 4.496  0.09
19 H -2.588 3.265 2.370  0.08
20 H 1.400 3.793 1.657  0.02
21 H -0.058 4.275 2.518  0.02
22 H 0.565 5.291 1.202  0.02
23 H 1.376 2.691 -1.058  0.01
24 H 0.552 4.096 -1.757  0.02
25 H -0.109 2.466 -1.978  0.03
26 H -2.660 4.697 0.723  0.01
27 H -2.767 3.832 -0.809  0.00
28 H -1.730 5.266 -0.669  0.02
29 C -5.236 4.089 -2.641  -0.06
30 C -4.869 2.822 -1.916  -0.31
31 C -3.996 1.898 -2.487  -0.05
32 C -3.602 0.758 -1.802  -0.05
33 C -4.109 0.536 -0.529  -0.36
34 C -4.975 1.438 0.065  -0.07
35 C -5.353 2.575 -0.637  -0.06
36 S -3.596 -0.880 0.446  0.90
37 C -4.190 -2.153 -0.654  -0.23
38 O -4.489 -0.898 1.652  -0.51
39 H -4.996 4.021 -3.703  0.07
40 H -4.688 4.941 -2.232  0.07
41 H -6.302 4.308 -2.546  0.07
42 H -3.604 2.079 -3.482  0.11
43 H -2.912 0.046 -2.244  0.08
44 H -5.326 1.234 1.069  0.10
45 H -6.023 3.292 -0.172  0.11
46 H -5.207 -1.912 -0.964  0.06
47 H -4.159 -3.068 -0.065  0.05
48 H -3.493 -2.232 -1.489  0.03
49 C -0.494 -4.257 -3.662  -0.03
50 C 1.013 -4.245 -3.589  -0.16
51 C 1.648 -5.442 -3.246  -0.08
52 C 3.020 -5.558 -3.196  -0.66
53 Cl 3.743 -7.104 -2.781  0.59
54 C 3.830 -4.472 -3.471  -0.12
55 C 3.223 -3.276 -3.795  -0.03
56 C 1.835 -3.144 -3.862  -0.22
57 O 1.448 -1.903 -4.252  -0.03
58 C 0.118 -1.417 -4.111  -0.09
59 C -0.501 -1.422 -2.709  -0.66
60 O 0.260 -1.249 -1.729  -0.14
61 O -1.742 -1.542 -2.700  -0.05
62 H -0.851 -5.245 -3.372  0.08
63 H -0.843 -4.061 -4.678  0.08
64 H -0.968 -3.532 -3.003  0.06
65 H 1.034 -6.302 -3.010  0.11
66 H 4.906 -4.553 -3.412  0.10
67 H 3.814 -2.392 -3.994  0.12
68 H -0.563 -1.910 -4.802  0.11
69 H 0.206 -0.367 -4.400  0.13
70 O 0.940 -2.938 0.791  -0.13
71 N -0.119 -3.417 0.308  -0.60
72 O -0.126 -4.421 -0.378  0.03
73 O -1.194 -2.782 0.562  -0.21
74 C 3.181 0.677 -1.663  -0.06
75 C 4.204 -0.097 -0.831  -0.36
76 C 3.915 -1.600 -0.857  -0.04
77 C 4.347 0.427 0.586  -0.14
78 C 5.562 0.982 0.966  -0.08
79 C 5.817 1.402 2.266  -0.14
80 C 4.819 1.212 3.213  -0.08
81 C 3.583 0.669 2.888  -0.14
82 C 2.568 0.466 3.998  -0.37
83 C 1.391 1.433 3.867  -0.06
84 C 2.099 -0.984 4.123  -0.06
85 C 3.289 0.322 1.536  -0.31
86 O 2.093 -0.048 1.186  -0.30
87 H 3.096 0.259 -2.671  0.07
88 H 3.462 1.731 -1.744  0.07
89 H 2.194 0.618 -1.209  0.04
90 H 5.187 0.048 -1.298  0.11
91 H 2.915 -1.832 -0.502  0.06
92 H 4.624 -2.137 -0.222  0.09
93 H 4.003 -1.990 -1.874  0.04
94 H 6.339 1.073 0.210  0.09
95 H 6.771 1.840 2.536  0.07
96 H 4.999 1.488 4.250  0.09
97 H 3.090 0.706 4.933  0.11
98 H 0.902 1.312 2.902  0.05
99 H 1.738 2.467 3.938  0.07
100 H 0.642 1.266 4.649  0.08
101 H 1.573 -1.315 3.232  0.06
102 H 1.427 -1.093 4.981  0.07
103 H 2.950 -1.655 4.265  0.08

For the molar mass, the calculation gives 860.057 g/mol. Its total charge is -2. The gap between HOMO and LUMO is 6.2 eV. The largest force on an atom comes out at 1.01 eV/A.

No. 4
C37H34CdN2O4SSeTe | ωB97M-V/def2-TZVPD

Each line ends with the Löwdin charge.
Cartesian coordinates (Å):
1 Cd -1.262 -1.529 0.365  1.21
2 C 3.535 2.856 2.797  -0.05
3 C 2.843 1.702 2.118  -0.27
4 C 3.238 0.382 2.330  0.01
5 C 2.619 -0.672 1.688  -0.12
6 C 3.080 -2.062 2.013  -0.31
7 O 3.098 -2.425 3.176  0.09
8 C 3.526 -2.979 0.923  -0.15
9 C 3.759 -4.316 1.238  -0.01
10 C 4.222 -5.192 0.272  -0.08
11 C 4.462 -4.733 -1.018  -0.09
12 C 4.230 -3.402 -1.338  -0.07
13 C 3.760 -2.527 -0.371  -0.02
14 C 1.502 -0.479 0.833  -0.36
15 O 0.911 -1.518 0.341  -0.22
16 C 1.097 0.873 0.607  -0.09
17 C 1.792 1.910 1.245  0.02
18 C -0.023 1.246 -0.270  -0.19
19 N -0.954 0.428 -0.628  -0.01
20 C -2.024 0.838 -1.547  -0.33
21 C -3.362 0.858 -0.826  -0.54
22 Te -4.961 1.396 -2.145  1.26
23 C -4.328 3.392 -2.438  -0.57
24 C -4.765 4.397 -1.579  -0.15
25 C -4.389 5.716 -1.799  -0.10
26 C -3.578 6.037 -2.877  -0.10
27 C -3.135 5.039 -3.733  -0.09
28 C -3.511 3.720 -3.517  -0.15
29 C -0.047 2.669 -0.736  -0.22
30 C 0.823 3.095 -1.730  -0.02
31 C 0.789 4.412 -2.165  -0.07
32 C -0.105 5.309 -1.597  -0.08
33 C -0.968 4.887 -0.595  -0.07
34 C -0.941 3.570 -0.165  -0.03
35 H 4.238 2.499 3.550  0.07
36 H 2.819 3.514 3.291  0.08
37 H 4.095 3.460 2.080  0.08
38 H 4.049 0.163 3.017  0.13
39 H 3.570 -4.648 2.250  0.12
40 H 4.393 -6.232 0.518  0.11
41 H 4.824 -5.415 -1.777  0.10
42 H 4.414 -3.047 -2.344  0.10
43 H 3.578 -1.490 -0.621  0.12
44 H 1.475 2.931 1.063  0.12
45 H -2.066 0.097 -2.349  0.08
46 H -1.831 1.809 -2.001  0.09
47 H -3.353 1.539 0.024  0.05
48 H -3.641 -0.137 -0.470  0.00
49 H -5.409 4.147 -0.745  0.09
50 H -4.741 6.494 -1.132  0.10
51 H -3.292 7.067 -3.052  0.10
52 H -2.499 5.286 -4.573  0.11
53 H -3.180 2.946 -4.197  0.09
54 H 1.528 2.393 -2.161  0.13
55 H 1.465 4.740 -2.943  0.11
56 H -0.132 6.336 -1.938  0.10
57 H -1.672 5.581 -0.156  0.11
58 H -1.612 3.234 0.616  0.12
59 O -3.075 -3.117 -3.105  0.05
60 C -3.490 -2.305 -2.446  -0.03
61 C 0.186 0.297 4.338  -0.23
62 S -1.197 -0.692 3.773  0.87
63 C -0.354 -2.267 3.761  -0.25
64 O -1.372 -0.260 2.332  -0.67
65 H 0.482 -0.036 5.332  0.07
66 H -0.141 1.334 4.369  0.06
67 H 1.000 0.174 3.621  0.04
68 H -0.152 -2.534 4.799  0.07
69 H 0.581 -2.184 3.209  0.04
70 H -1.024 -3.000 3.314  0.01
71 Se -2.586 -3.602 0.766  0.51
72 C -1.465 -4.836 -0.184  -0.69
73 C -2.037 -5.996 -0.694  -0.14
74 C -1.232 -6.900 -1.368  -0.16
75 N 0.072 -6.728 -1.573  0.05
76 C 0.609 -5.613 -1.082  -0.14
77 C -0.101 -4.648 -0.382  -0.12
78 H -3.095 -6.189 -0.574  0.09
79 H -1.662 -7.811 -1.772  0.10
80 H 1.671 -5.475 -1.248  0.09
81 H 0.425 -3.777 -0.007  0.06

For the molar mass, the calculation gives 921.728 g/mol. The energy above the lowest of the compared OMol25 structures with the same formula, charge and spin comes out at 0.0 kJ/mol. The gap between HOMO and LUMO is 7.9 eV. The largest force on an atom comes out at 0.30 eV/A.